[1]
Molecular formula: C40H43BN10O5PtS
Method: DFT, the ωB97M-V functional and the def2-TZVPD basis

As for the LUMO energy (alpha / beta): -8.81 / -11.55 eV. As for the expectation value of S²: 0.756. The value obtained for the energy relative to the best compared isomer or geometry (same formula, charge and spin) is 0.0 kcal per mole. For the HOMO energy (alpha / beta), the calculation gives -16.08 / -16.08 eV. Its multiplicity is 2. As for the net charge: +3.

Atoms and positions in Å:
Pt -0.594 0.056 0.560
C -0.491 -3.493 0.228
C -1.112 -2.900 1.434
C -1.654 -3.589 2.514
C -2.127 -2.631 3.376
N -1.877 -1.424 2.854
N -1.277 -1.576 1.641
B -2.225 0.006 3.254
N -0.925 0.797 3.388
C -0.425 1.497 4.421
C 0.717 2.133 4.017
C 0.890 1.796 2.674
C 1.964 2.247 1.760
N -0.134 0.997 2.309
N -3.064 0.560 2.101
C -4.363 0.891 2.043
C -4.649 1.359 0.792
C -3.464 1.269 0.062
C -3.359 1.550 -1.379
N -2.493 0.801 0.876
N -2.946 0.099 4.635
C -3.782 1.141 5.132
C -3.905 0.973 6.465
C -3.141 -0.183 6.768
C -2.895 -0.838 8.045
N -2.548 -0.661 5.592
H -0.959 -4.449 0.002
H 0.573 -3.674 0.389
H -0.620 -2.840 -0.623
H -1.691 -4.656 2.643
H -2.619 -2.741 4.325
H -0.895 1.497 5.389
H 1.357 2.768 4.605
H 2.110 3.323 1.854
H 1.709 2.010 0.742
H 2.915 1.768 2.004
H -5.023 0.730 2.878
H -5.600 1.699 0.421
H -4.291 1.977 -1.740
H -3.145 0.621 -1.894
H -2.542 2.232 -1.597
H -4.183 1.900 4.482
H -4.492 1.557 7.154
H -3.745 -0.724 8.718
H -2.047 -0.336 8.539
H -2.620 -1.884 7.919
O -1.171 -0.681 -1.313
S 0.002 -0.869 -2.377
C -0.257 -2.479 -3.078
C 0.733 -3.427 -2.853
C 0.575 -4.706 -3.364
C -0.577 -5.029 -4.067
C -1.571 -4.077 -4.271
C -1.417 -2.792 -3.780
C -0.334 0.158 -3.779
C 0.800 0.493 -4.510
C 0.654 1.232 -5.674
C -0.609 1.633 -6.086
C -1.733 1.290 -5.344
C -1.602 0.558 -4.174
H 1.614 -3.174 -2.276
H 1.347 -5.448 -3.211
H -0.706 -6.030 -4.455
H -2.464 -4.333 -4.825
H -2.187 -2.053 -3.952
H 1.786 0.190 -4.175
H 1.527 1.501 -6.252
H -0.719 2.225 -6.983
H -2.718 1.579 -5.686
H -2.473 0.290 -3.603
C 4.093 -1.279 -1.447
C 3.681 -1.606 -0.001
C 3.679 -3.125 0.253
C 4.627 -0.900 0.990
C 2.318 -1.115 0.228
N 1.252 -0.737 0.407
H 5.159 -1.484 -1.540
H 3.926 -0.227 -1.680
H 3.566 -1.894 -2.176
H 4.649 -3.516 -0.050
H 2.908 -3.637 -0.325
H 3.534 -3.346 1.310
H 5.578 -1.431 0.978
H 4.239 -0.920 2.009
H 4.807 0.133 0.701
O -0.822 3.326 -0.632
C 0.143 2.675 -0.939
O 0.275 1.358 -0.751
C 1.313 3.300 -1.638
C 1.147 4.579 -2.171
C 2.219 5.243 -2.745
C 3.482 4.664 -2.747
C 3.624 3.405 -2.195
C 2.558 2.693 -1.684
N 4.970 2.818 -2.066
O 5.073 1.842 -1.335
O 5.874 3.330 -2.671
H 0.176 5.052 -2.116
H 2.081 6.229 -3.167
H 4.342 5.171 -3.162
H 2.718 1.691 -1.319

Cartesian forces, eV/Å:
-0.81 0.57 -0.72
0.13 0.03 0.00
-0.20 0.15 0.01
0.05 -0.06 -0.03
0.06 -0.02 0.02
-0.05 -0.01 0.11
0.34 -0.22 0.03
-0.02 -0.19 -0.24
-0.16 0.27 0.01
0.02 -0.07 0.08
0.12 0.02 -0.07
-0.25 -0.02 -0.11
0.17 -0.06 0.06
0.48 -0.09 -0.08
0.21 0.37 0.15
-0.01 -0.10 -0.03
-0.05 -0.04 -0.04
0.00 -0.07 0.26
0.48 0.04 -0.19
-0.01 -0.08 -0.43
0.11 0.04 0.06
0.02 0.11 0.09
-0.07 -0.14 -0.01
-0.09 0.12 0.06
-0.03 -0.04 0.00
0.00 -0.07 -0.13
0.00 0.00 0.01
0.00 0.00 0.00
-0.02 -0.04 -0.08
-0.02 -0.01 -0.03
0.00 0.03 0.01
-0.05 0.00 -0.02
0.01 0.01 0.00
-0.04 0.00 0.00
0.15 -0.02 -0.16
-0.04 -0.01 0.06
0.01 0.02 0.02
0.00 0.00 -0.02
-0.01 -0.04 0.00
-0.18 -0.08 -0.01
0.04 0.13 0.04
0.06 0.02 -0.03
0.03 0.05 0.00
0.00 0.00 0.00
0.02 0.00 -0.02
0.00 0.00 -0.01
0.28 -0.33 0.37
0.02 -0.13 -0.25
-0.31 0.10 0.25
0.05 0.02 0.00
0.01 0.00 0.01
0.02 -0.01 0.02
-0.03 0.04 -0.01
0.02 -0.08 -0.03
0.02 0.24 0.18
0.03 0.04 0.10
0.01 0.02 0.01
0.00 0.03 0.01
0.01 0.01 0.01
0.03 -0.12 -0.13
0.06 0.05 -0.05
0.00 -0.01 -0.01
0.01 0.01 -0.03
0.00 -0.02 0.00
0.01 0.03 -0.01
0.01 -0.02 -0.01
0.01 0.00 0.00
-0.01 -0.05 -0.03
0.00 0.06 0.04
-0.06 -0.07 -0.02
-0.17 0.03 -0.07
0.19 -0.14 0.04
-0.05 0.03 0.05
-0.11 0.11 0.09
0.00 0.09 0.03
-0.05 -0.07 0.06
0.01 0.03 -0.01
0.13 -0.04 0.03
-0.05 -0.05 0.03
0.00 0.00 0.01
0.03 0.00 -0.04
-0.01 -0.02 0.01
0.01 0.03 -0.02
0.01 -0.09 0.01
0.00 0.05 -0.07
-0.12 -0.25 0.45
-0.40 0.28 -0.38
0.11 -0.10 0.66
-0.08 -0.04 -0.08
0.05 0.02 0.03
0.01 -0.03 -0.01
-0.02 -0.02 -0.05
0.00 0.09 0.06
-0.06 -0.10 0.05
-0.04 -0.09 -0.13
0.03 -0.08 0.01
0.02 0.03 0.01
-0.02 -0.02 0.01
0.01 0.00 0.00
0.01 0.02 0.05
-0.02 0.03 0.15

Atom charges from the Mulliken analysis, given in e for atoms 1 to 99: Pt 2.376; C -1.425; C 0.808; C -1.851; C 0.252; N 0.873; N -0.686; B -0.609; N 1.209; C 0.312; C -2.076; C 0.469; C -0.440; N -0.662; N 1.042; C -0.029; C -1.903; C 0.761; C -0.789; N -0.318; N 0.738; C -0.342; C -0.960; C 0.602; C -1.162; N -0.854; H 0.574; H 0.311; H 0.111; H 0.584; H 0.604; H 0.463; H 0.601; H 0.517; H -0.633; H 0.375; H 0.916; H 0.562; H 0.457; H -0.262; H 0.208; H 0.757; H 0.522; H 0.397; H 0.312; H 0.372; O -0.982; S 1.427; C 0.322; C 0.188; C -0.887; C -0.628; C -0.892; C -0.552; C 0.981; C -0.711; C -0.799; C -0.692; C -1.197; C -0.078; H 0.149; H 0.488; H 0.448; H 0.457; H 0.440; H 0.498; H 0.493; H 0.455; H 0.497; H 0.475; C -1.067; C 2.119; C -1.652; C -1.644; C -0.633; N 0.470; H 0.517; H -0.021; H 0.243; H 0.494; H 0.240; H 0.386; H 0.483; H 0.400; H 0.246; O -0.677; C 0.059; O 0.132; C 0.293; C -0.760; C -0.791; C -0.594; C -0.347; C 0.765; N 1.023; O -0.568; O -0.582; H 0.571; H 0.475

[2]
Molecular formula: C5H13N3
Method: DFT, the ωB97M-V functional and the def2-TZVPD basis

As for the LUMO energy: 0.96 eV. The SMILES is C=CN=C.NCCN. The value obtained for the energy relative to the best compared isomer or geometry (same formula, charge and spin) is 47.5 kcal per mole. For the HOMO energy, the calculation gives -9.13 eV.

Atoms and positions in Å:
C 1.200 1.556 -2.067
C 1.009 2.187 -0.912
N 1.973 2.238 0.115
C 2.228 1.198 0.772
H 2.132 1.035 -2.246
H 0.469 1.594 -2.862
H 0.169 2.842 -0.711
H 2.885 1.221 1.639
H 1.801 0.214 0.562
N -2.373 -0.380 -0.751
C -1.315 -0.424 0.260
C -1.244 -1.790 0.947
N 0.017 -1.838 1.728
H -2.185 -1.080 -1.457
H -2.288 0.521 -1.202
H -1.526 0.314 1.032
H -0.302 -0.248 -0.127
H -2.064 -1.869 1.661
H -1.337 -2.604 0.224
H -0.006 -2.652 2.333
H 0.756 -2.036 1.061

Cartesian forces, eV/Å:
-0.14 0.13 0.19
0.70 0.00 -0.30
-0.44 0.31 0.26
0.10 -0.55 0.24
-0.05 -0.11 -0.02
0.01 0.05 0.01
-0.18 -0.14 -0.09
0.25 0.25 -0.17
-0.23 0.11 -0.12
0.38 0.24 0.27
0.13 -0.89 0.24
0.08 0.60 0.65
-0.36 -0.38 -0.51
-0.02 -0.03 -0.13
-0.28 0.01 -0.24
0.09 0.16 -0.07
-0.16 0.27 -0.16
-0.11 -0.14 -0.12
-0.02 -0.04 -0.13
0.02 0.07 0.10
0.22 0.08 0.11

And the Mulliken charges, in e, turn out to be: C -0.627; C -0.106; N -0.475; C -0.005; H 0.258; H 0.276; H 0.332; H 0.294; H 0.038; N -0.644; C 0.015; C -0.642; N -0.561; H 0.243; H 0.275; H 0.291; H -0.010; H 0.317; H 0.298; H 0.240; H 0.194

[3]
Molecular formula: C34H25F4N10O2PPt
Method: DFT, the ωB97M-V functional and the def2-TZVPD basis

As for the LUMO energy: -11.91 eV. The value obtained for the energy relative to the best compared isomer or geometry (same formula, charge and spin) is 14.6 kcal per mole. For the HOMO energy, the calculation gives -17.00 eV. As for the net charge: +4.

Atoms and positions in Å:
Pt -0.097 -0.521 -1.085
C 2.405 10.206 5.882
O 2.457 8.741 5.918
C 2.645 7.998 4.901
C 2.915 8.480 3.573
C 3.065 7.588 2.577
C 2.978 6.161 2.835
C 2.764 5.689 4.193
C 2.603 6.576 5.183
N 3.125 5.384 1.806
N 3.373 4.147 1.779
C 2.950 3.118 1.140
C 3.863 1.978 1.128
C 3.540 0.791 0.583
C 2.232 0.613 0.030
O 1.858 -0.476 -0.455
C 1.292 1.745 -0.027
N 0.114 1.487 -0.663
C -0.712 2.509 -0.866
C -0.425 3.800 -0.430
C 0.742 4.048 0.260
C 1.635 2.992 0.470
H 1.733 10.478 6.688
H 2.028 10.558 4.928
H 3.406 10.577 6.086
H 3.037 9.536 3.386
H 3.290 7.912 1.569
H 2.768 4.625 4.393
H 2.454 6.275 6.212
H 4.840 2.131 1.570
H 4.232 -0.041 0.548
H -1.624 2.303 -1.406
H -1.124 4.597 -0.643
H 0.968 5.046 0.609
C -4.956 0.239 -2.982
N -3.977 -0.505 -3.917
C -4.292 -2.019 -3.837
N -4.236 -2.458 -2.488
C -5.194 -1.726 -1.659
N -4.892 -0.292 -1.666
C -3.666 0.031 -0.941
P -2.238 -0.773 -1.790
C -2.551 -0.240 -3.536
C -2.894 -2.495 -1.921
H -5.949 0.105 -3.410
H -4.687 1.294 -3.010
H -4.133 -0.186 -4.877
H -3.568 -2.531 -4.469
H -5.293 -2.143 -4.249
H -5.161 -2.102 -0.638
H -6.199 -1.881 -2.050
H -3.731 -0.363 0.075
H -3.540 1.112 -0.864
H -1.900 -0.811 -4.200
H -2.330 0.818 -3.682
H -2.920 -2.952 -0.930
H -2.227 -3.096 -2.542
F -0.950 -5.375 -1.239
C -0.015 -6.301 -0.971
C -0.352 -7.604 -0.982
F -1.589 -7.932 -1.261
C 0.624 -8.642 -0.697
C 1.968 -8.159 -0.424
C 2.278 -6.842 -0.413
F 3.522 -6.473 -0.169
C 1.299 -5.835 -0.669
C 1.603 -4.477 -0.636
C 0.717 -3.443 -0.971
N 0.178 -2.475 -1.300
C 2.840 -3.910 -0.173
N 3.768 -3.413 0.288
F 2.912 -9.024 -0.175
C 0.304 -9.971 -0.677
C -1.028 -10.457 -0.886
N -2.099 -10.843 -1.040
C 1.257 -11.010 -0.439
N 1.971 -11.892 -0.250

Cartesian forces, eV/Å:
-0.20 0.00 -0.28
0.10 0.06 0.04
-0.12 0.03 0.00
0.10 0.01 0.02
0.03 0.00 0.03
-0.01 -0.01 0.06
-0.14 -0.08 0.07
0.04 0.03 -0.04
0.00 0.00 -0.02
-0.10 0.14 -0.15
0.68 -0.04 -0.05
-0.45 -0.10 0.05
-0.09 0.05 0.01
-0.04 -0.02 -0.03
0.09 0.09 0.01
-0.09 -0.04 0.08
0.04 -0.18 -0.09
0.10 0.02 0.15
-0.04 -0.01 -0.02
0.02 0.00 -0.03
-0.01 0.00 0.03
0.17 0.13 0.04
-0.01 -0.03 0.01
-0.05 -0.02 0.00
0.03 -0.03 -0.03
-0.04 0.01 0.01
-0.02 -0.04 -0.02
-0.03 0.00 -0.02
0.01 0.04 0.01
-0.03 0.05 0.04
-0.05 -0.04 0.03
-0.02 -0.01 0.04
-0.01 -0.02 0.01
-0.02 -0.01 0.00
-0.01 0.03 0.06
0.02 0.00 -0.01
0.01 -0.05 0.04
-0.07 -0.02 -0.01
0.04 0.02 -0.02
0.00 -0.01 0.02
0.01 -0.07 -0.06
0.11 0.10 0.03
0.07 -0.03 0.00
0.07 0.04 0.02
0.00 -0.03 0.00
0.00 0.01 -0.02
0.02 -0.01 -0.01
0.01 0.01 -0.01
-0.02 0.02 0.01
-0.01 0.00 0.00
0.00 0.00 -0.01
0.00 0.04 0.02
-0.01 0.01 -0.02
0.00 0.02 -0.03
-0.05 0.02 0.02
0.00 -0.01 0.00
0.00 0.00 -0.01
-0.02 0.03 0.00
0.07 0.03 -0.02
0.10 -0.11 0.04
-0.05 -0.03 0.00
0.05 0.19 0.01
-0.17 -0.07 -0.05
-0.02 0.05 0.02
0.01 0.03 0.02
-0.01 -0.03 -0.03
0.06 0.20 0.12
0.08 -0.11 -0.37
-0.06 0.04 0.29
-0.01 -0.34 0.16
-0.04 0.21 -0.16
0.04 -0.07 0.00
-0.03 -0.25 -0.01
0.09 0.17 -0.02
0.01 -0.08 0.00
-0.09 0.09 0.03
0.01 -0.01 -0.01

And the Mulliken charges, in e, turn out to be: Pt 0.484; C -0.703; O -0.277; C 1.033; C -0.380; C -0.620; C 0.513; C -0.199; C -0.879; N -0.464; N -0.079; C 0.042; C -0.390; C -1.086; C 1.087; O -0.596; C 0.007; N -0.700; C 0.093; C -1.123; C -0.290; C 1.221; H 0.269; H 0.337; H 0.347; H 0.412; H 0.490; H 0.454; H 0.483; H 0.535; H 0.525; H 0.512; H 0.456; H 0.537; C -0.739; N 0.014; C -0.799; N 0.207; C -0.855; N 0.158; C -0.682; P 0.855; C -0.758; C -0.875; H 0.363; H 0.370; H 0.365; H 0.369; H 0.350; H 0.343; H 0.326; H 0.403; H 0.420; H 0.453; H 0.424; H 0.407; H 0.464; F -0.122; C 0.228; C 0.040; F -0.261; C 0.057; C 0.356; C -0.034; F -0.269; C 0.669; C 0.308; C 0.836; N -0.706; C -0.419; N -0.422; F -0.242; C 1.398; C -0.190; N -0.332; C -0.237; N -0.291

[4]
Molecular formula: C8H23ClIIrO2P2
Method: DFT, the ωB97M-V functional and the def2-TZVPD basis

As for the LUMO energy (alpha / beta): -10.48 / -15.07 eV. As for the expectation value of S²: 8.764. The value obtained for the energy relative to the best compared isomer or geometry (same formula, charge and spin) is 0.0 kcal per mole. For the HOMO energy (alpha / beta), the calculation gives -17.58 / -20.59 eV. Its multiplicity is 6. As for the net charge: +3.

Atoms and positions in Å:
C -0.258 -5.934 -1.596
C -0.348 -4.510 -1.176
H -1.281 -6.326 -1.674
H 0.307 -6.506 -0.852
H 0.250 -6.004 -2.565
O -1.368 -3.894 -0.938
I 1.652 -3.551 -1.027
Ir 1.260 0.012 -0.164
P 0.003 -0.103 -1.862
C -1.500 0.920 -1.682
C 1.059 0.651 -3.158
H 0.994 0.004 -4.045
H -1.029 -1.318 -3.647
H 2.105 0.672 -2.810
H 0.185 -2.306 -2.788
H -1.484 1.525 -0.761
H 0.695 1.663 -3.384
C -0.627 -1.574 -2.662
H -1.565 1.582 -2.563
H -1.394 -2.035 -2.035
H -2.363 0.235 -1.657
P 0.122 -0.886 1.516
C -1.400 -0.033 2.067
C -0.427 -2.611 1.502
H 2.323 -0.917 2.465
H 1.171 -1.756 3.524
H 1.201 0.021 3.505
C 1.315 -0.876 2.890
H 0.414 -3.263 1.220
H -0.788 -2.942 2.482
H -1.589 -0.227 3.135
H -2.262 -0.409 1.495
H -1.223 -2.745 0.764
H -1.310 1.050 1.917
Cl 3.409 -0.814 -0.544
O 2.349 1.642 0.744
H 1.782 2.403 1.014
H 3.088 2.025 0.230

Cartesian forces, eV/Å:
0.06 -0.10 -0.03
-5.69 0.02 0.38
0.26 0.16 0.01
0.09 0.04 -0.12
0.08 -0.06 0.10
4.27 -1.70 -0.81
1.07 -0.10 0.09
4.61 0.03 1.50
-3.21 1.49 -5.02
-0.17 0.06 0.09
0.45 0.13 -0.24
0.06 0.27 0.13
0.00 0.13 0.15
-0.34 0.17 -0.45
-0.31 0.33 -0.35
-0.08 -0.14 -0.44
0.22 -0.27 0.06
0.10 -0.98 0.25
-0.12 -0.23 0.38
0.01 0.16 -0.28
0.19 0.40 0.02
-2.09 -1.48 4.19
-0.03 0.26 -0.22
-0.04 -0.26 -0.61
0.01 0.05 0.33
-0.10 0.09 -0.08
0.10 -0.01 -0.15
0.44 0.11 0.24
-0.11 -0.02 0.30
0.11 0.28 0.00
0.21 -0.02 -0.32
0.26 0.17 0.10
0.14 0.07 0.31
-0.12 -0.20 0.12
-0.33 0.21 0.22
-0.55 1.31 -0.06
0.60 -0.32 -0.02
-0.06 -0.08 0.22

And the Mulliken charges, in e, turn out to be: C -1.121; C 0.754; H 0.371; H 0.390; H 0.392; O -0.385; I 0.647; Ir 1.069; P 0.952; C -1.188; C -1.263; H 0.421; H 0.486; H 0.388; H 0.253; H 0.363; H 0.406; C -1.409; H 0.427; H 0.417; H 0.403; P 0.470; C -1.180; C -1.165; H 0.372; H 0.436; H 0.403; C -1.245; H 0.156; H 0.491; H 0.444; H 0.403; H 0.407; H 0.392; Cl -0.299; O -0.617; H 0.380; H 0.378